Entry from the OMol25 dataset: a cluster of 4 separate species, C20H45O7PS3 in total (the ωB97M-V functional and the def2-TZVPD basis).

Structure (XYZ):
```
76
Properties=species:S:1:pos:R:3:mulliken_charge:R:1
S 6.02 -5.78 3.81 1.27
S 0.74 -4.45 2.06 1.15
S -5.68 5.79 -3.59 1.11
P -4.92 2.75 -1.46 0.41
O -6.81 6.00 -2.71 -0.66
O 1.27 0.46 -1.54 -0.43
O 0.29 -4.54 3.43 -0.70
O 4.90 -6.68 4.00 -0.71
O -4.32 5.74 -3.10 -0.64
O 0.07 -3.63 1.07 -0.62
O 6.25 -5.10 2.55 -0.67
C 6.05 -4.58 5.13 -0.66
C 2.25 -6.06 0.65 -0.77
C 2.48 -4.04 2.04 -0.46
C -0.62 4.31 0.25 -0.51
C 7.52 -6.63 4.27 -0.79
C -5.78 6.96 -4.94 -0.64
C 1.24 -0.79 -0.75 -0.51
C 0.92 -6.10 1.41 -0.77
C -6.02 6.13 -6.20 -0.65
C 0.67 2.90 -1.75 -0.77
C -6.74 4.85 -5.78 -0.75
C -2.77 2.61 0.62 -0.55
C -3.31 1.94 -0.78 -0.82
C 7.26 -4.92 5.99 -0.67
C -0.35 4.12 -1.35 -0.19
C -2.24 4.15 0.49 -0.32
C -6.00 4.33 -4.56 -0.61
C 8.29 -5.60 5.08 -0.55
C 3.21 -5.29 1.55 -0.25
C 0.57 1.56 -0.82 -0.22
H 7.67 -4.02 6.46 0.33
H -1.36 4.05 -1.98 0.04
H 0.16 5.13 -1.73 0.32
H 2.12 -5.53 -0.30 0.35
H 0.33 -1.47 -1.10 0.23
H -5.04 1.66 -2.43 0.02
H -2.43 1.96 -1.56 0.17
H -6.14 3.29 -2.04 -0.10
H 6.14 -3.59 4.68 0.39
H -3.59 0.81 -0.53 0.28
H -5.05 5.87 -6.65 0.30
H 2.80 -3.76 3.05 0.34
H 3.49 -5.91 2.41 -0.03
H 0.07 -6.34 0.77 0.43
H 1.25 1.78 0.14 0.28
H -6.57 3.61 -3.98 0.43
H -6.76 4.11 -6.59 0.37
H 1.03 -0.49 0.39 0.24
H -6.59 6.70 -6.94 0.32
H 8.05 -6.97 3.38 0.39
H -4.21 3.94 -1.87 -0.08
H 0.97 -6.79 2.25 0.36
H 0.05 3.65 0.96 0.29
H 9.10 -6.06 5.66 0.35
H 4.13 -5.03 1.02 0.48
H 6.97 -5.61 6.78 0.30
H -1.99 1.87 1.13 0.30
H -3.70 2.64 1.36 0.34
H 8.74 -4.85 4.41 0.29
H 7.24 -7.48 4.90 0.35
H 5.12 -4.65 5.70 0.37
H -5.62 2.59 -0.20 0.04
H -5.03 3.90 -4.85 0.37
H -4.85 7.52 -4.99 0.33
H 0.36 2.56 -2.85 0.24
H -7.78 5.09 -5.52 0.31
H 2.63 -3.20 1.36 0.18
H -0.51 1.22 -0.54 0.23
H 2.26 -1.39 -0.81 0.23
H -2.49 4.73 1.49 0.32
H 2.61 -7.07 0.43 0.34
H -2.84 4.72 -0.37 -0.03
H 1.79 3.29 -1.78 0.28
H -6.62 7.63 -4.74 0.35
H -0.36 5.44 0.53 0.31
```

Values from the calculation:
* 2S+1: 1
* max |F|: 0.053 Eh/bohr
* SMILES string: COCCCCCCC[PH4].O=S1(=O)CCCC1.O=S1(=O)CCCC1.O=S1(=O)CCCC1
* E_tot: -77588.8454 eV
* HOMO-LUMO gap: 0.3053 hartree
* HOMO level: -7.800 eV

Entry from the OMol25 dataset: a structure of composition C20H46B3NO10 (the ωB97M-V functional and the def2-TZVPD basis).

Structure (XYZ):
```
80
Properties=species:S:1:pos:R:3:mulliken_charge:R:1
O 3.40 -2.66 -2.97 -0.56
O 2.81 -2.52 -7.87 -0.42
O -0.67 -2.45 -2.44 -0.11
O 1.67 1.15 4.00 -0.52
O -2.63 3.17 3.81 -0.38
O 0.94 -4.06 -3.05 -0.52
O -5.83 5.64 7.59 -0.50
O -0.38 -4.34 -1.07 -0.74
O 5.11 2.85 -6.71 -0.54
O 0.01 -0.13 4.84 -0.35
N 1.38 -1.67 -3.54 0.19
C 3.37 -1.43 -5.00 -1.18
C -1.72 -1.15 2.94 -0.03
C 1.33 -0.39 -2.79 -0.94
C 2.77 -2.00 -3.76 0.66
C -4.70 5.95 8.39 -0.28
C 4.50 0.90 -8.02 -0.82
C 1.19 0.07 4.24 0.67
C 1.97 -1.15 3.84 -0.11
C -2.27 -2.59 0.90 -0.63
C 2.85 -1.76 4.64 -0.70
C 2.07 -3.71 -7.64 -0.10
C -1.04 -2.13 0.09 -0.23
C 4.05 1.96 -7.02 -0.02
C -3.95 4.71 8.83 -0.82
C 2.96 -4.94 -7.56 -1.10
C -2.75 -1.52 1.88 -0.95
C -4.18 5.01 4.24 -1.14
C -3.24 3.97 4.82 -0.09
C -1.07 0.77 4.48 -0.63
C -2.22 -0.01 3.84 -0.55
B -0.71 -3.00 -1.16 0.35
B 0.50 -4.85 -2.01 0.69
B 0.57 -2.73 -3.01 0.42
H -3.09 -2.83 0.23 0.38
H -3.02 -0.61 1.34 0.38
H 4.82 1.37 -8.95 0.43
H -3.65 5.69 3.57 0.36
H 3.27 -2.61 -8.71 0.27
H -1.50 -2.01 3.58 0.22
H 2.63 -1.27 -5.79 0.32
H -2.14 3.75 3.22 0.23
H -3.78 3.29 5.47 0.20
H 3.83 -2.06 4.29 0.26
H -6.43 5.09 8.11 0.28
H 3.69 0.20 -8.24 0.14
H -1.21 -1.10 -0.23 0.24
H -2.46 4.46 5.41 0.26
H -4.97 4.53 3.66 0.30
H 1.78 0.40 -3.39 0.24
H -3.65 -1.88 2.39 0.37
H 4.23 -1.99 -5.33 0.33
H -0.16 -2.10 0.74 0.02
H -4.65 5.60 5.03 0.25
H 2.38 -5.83 -7.36 0.34
H 1.31 -3.84 -8.42 0.33
H -3.07 4.97 9.42 0.31
H 0.30 -0.12 -2.59 0.31
H -4.59 4.06 9.44 0.35
H 1.90 -0.47 -1.86 0.36
H -5.01 6.53 9.27 0.31
H -0.80 -0.81 2.46 0.09
H -3.63 4.13 7.96 0.11
H 3.70 -4.82 -6.77 0.28
H 1.77 -1.52 2.83 0.17
H 3.74 1.50 -6.08 0.01
H -4.06 6.59 7.78 0.27
H -2.88 -0.40 4.61 0.28
H 5.34 0.34 -7.62 0.25
H -0.72 1.56 3.83 0.40
H 2.61 -1.97 5.68 0.28
H 3.73 -0.43 -4.73 0.24
H 3.20 2.52 -7.42 0.27
H 1.55 -3.56 -6.69 0.07
H 0.85 -5.98 -1.94 -0.18
H 5.40 3.28 -7.52 0.31
H -2.02 -3.48 1.48 0.29
H -2.75 0.72 3.22 0.31
H 3.49 -5.08 -8.50 0.37
H -1.40 1.23 5.41 0.34
```

Values from the calculation:
* 2S+1: 1
* max |F|: 0.029 Eh/bohr
* E_tot: -45485.6747 eV
* HOMO-LUMO gap: 0.3550 hartree
* HOMO level: -9.097 eV

Entry from the OMol25 dataset: a cluster of 5 separate species, C20H46BN4O6 in total (the ωB97M-V functional and the def2-TZVPD basis).

Structure (XYZ):
```
77
Properties=species:S:1:pos:R:3:mulliken_charge:R:1
O -3.37 -4.10 -3.51 -0.51
O -1.91 0.81 -3.84 -0.54
O -2.65 0.43 1.43 -0.44
O 0.46 -1.73 -0.71 -0.48
O 4.36 -0.42 2.83 -0.32
O 2.90 1.89 -1.29 -0.64
N -0.08 1.67 4.02 0.08
N -2.22 0.94 3.79 -0.21
N -1.73 2.30 5.57 -0.51
N -0.75 -0.62 2.38 -0.24
C 4.18 -1.64 3.52 -0.49
C 3.19 -0.40 -0.70 -0.88
C -0.93 2.97 -3.66 -1.31
C 2.46 0.77 -1.32 0.60
C -0.57 -1.98 -1.31 1.03
C -3.44 -2.37 -5.15 -0.71
C 1.33 3.53 3.13 -1.17
C -0.81 -3.32 -1.95 -1.38
C -0.68 1.50 -5.75 -1.20
C -3.89 -3.67 -4.52 0.80
C -5.00 -4.42 -5.21 -1.21
C 0.18 2.61 2.88 -0.57
C 2.83 1.46 2.81 1.39
C -1.24 1.68 -4.37 0.97
C -1.67 -0.97 -1.42 -0.67
C 2.62 2.80 3.51 -1.16
C 3.94 0.70 3.55 -1.25
C 2.75 -2.12 3.37 -0.64
C 1.13 0.46 -1.96 0.82
C -1.33 1.64 4.46 0.31
B -1.87 0.21 2.51 0.36
H -5.22 -5.33 -4.65 0.32
H 2.04 -1.43 3.82 0.04
H 1.95 0.83 2.80 -0.39
H -0.71 3.17 2.64 0.54
H 0.06 -3.96 -1.80 0.40
H -4.71 -4.68 -6.22 0.32
H -5.90 -3.80 -5.24 0.32
H 1.12 4.26 3.90 0.30
H -2.41 1.73 6.06 0.28
H 1.26 -0.25 -2.78 0.54
H 3.21 1.58 1.80 0.00
H -2.64 -1.94 -4.57 -0.07
H -3.08 -2.56 -6.17 0.37
H 0.44 0.04 -1.23 -0.93
H -0.96 2.43 6.22 0.31
H -1.68 -3.80 -1.52 0.36
H 4.41 -1.53 4.58 0.35
H -0.97 0.53 -6.15 0.28
H -2.58 -1.35 -0.94 0.50
H -0.69 -1.37 3.06 0.21
H 0.70 1.38 -2.36 -0.36
H 0.51 1.94 4.80 0.27
H -0.97 -3.19 -3.02 0.21
H -1.36 -0.06 -0.91 0.28
H -1.87 -0.74 -2.47 -0.06
H 0.40 2.01 2.01 0.23
H -4.27 -1.67 -5.19 0.35
H -1.39 2.97 -2.67 0.26
H -0.66 -1.00 1.44 0.08
H 2.64 -3.09 3.85 0.47
H 2.74 2.67 4.59 0.44
H 4.75 1.40 3.71 0.31
H 3.56 0.45 4.54 0.53
H 3.41 -1.15 -1.46 0.50
H -3.18 0.93 4.10 0.19
H 0.41 1.56 -5.73 0.31
H -1.33 3.81 -4.23 0.43
H 1.50 4.09 2.23 0.43
H 3.44 3.44 3.22 0.51
H 2.53 -2.21 2.32 0.08
H 0.15 3.09 -3.55 0.37
H 4.13 -0.05 -0.27 0.34
H -1.07 2.28 -6.41 0.39
H 4.84 -2.39 3.11 0.36
H 2.58 -0.84 0.09 -0.08
H -3.29 1.14 1.58 0.26
```

Values from the calculation:
* net charge: +1
* 2S+1: 1
* max |F|: 0.040 Eh/bohr
* E_tot: -40404.7650 eV
* HOMO-LUMO gap: 0.2899 hartree
* relative energy (zero: lowest compared OMol25 entry of this formula, charge and spin): 0.00 kJ/mol
* HOMO level: -10.979 eV

The lowest HOMO-LUMO gap belongs to which entry? C20H46BN4O6